Here is C63H51N6O7SW as an isolated structure in a non-equilibrium geometry from the Open Molecules 2025 dataset. Energies are from ωB97M-V/def2-TZVPD.

Last column: natural (NBO) charge in e.
Atoms and positions in Å:
1 W -0.430845 -0.059258 -1.099691  1.953
2 C -1.952320 4.184440 -2.320475  -0.252
3 O -0.752971 4.530881 -2.965249  -0.519
4 C -0.177881 3.543401 -3.755442  0.212
5 C 0.243583 3.994808 -5.003623  -0.211
6 C 0.821770 3.135086 -5.925092  -0.275
7 C 0.980152 1.814471 -5.592125  -0.186
8 C 0.612243 1.327257 -4.318295  -0.134
9 C 0.924306 -0.007082 -3.999922  0.073
10 N 0.661089 -0.645052 -2.848052  -0.334
11 N 1.289800 -1.870480 -2.806472  -0.436
12 C 1.219644 -2.423947 -1.622609  0.540
13 O 0.593468 -1.799427 -0.652124  -0.701
14 C 1.841267 -3.723771 -1.391389  -0.055
15 C 2.144734 -4.118934 -0.084069  -0.181
16 C 2.744741 -5.332780 0.167877  -0.217
17 C 3.052982 -6.187095 -0.880453  -0.208
18 C 2.731988 -5.818574 -2.180508  -0.251
19 C 2.136594 -4.601951 -2.440342  -0.127
20 C 0.001248 2.201715 -3.358197  0.322
21 O -0.361851 1.734669 -2.167070  -0.741
22 H -2.354427 5.102759 -1.886372  0.181
23 H -1.775245 3.451214 -1.533318  0.200
24 H -2.679843 3.782971 -3.037704  0.156
25 H 0.093033 5.039869 -5.227058  0.215
26 H 1.136590 3.503111 -6.890071  0.205
27 H 1.407366 1.115768 -6.296885  0.199
28 H 1.510285 -0.578529 -4.715686  0.200
29 H 1.904440 -3.451389 0.727439  0.246
30 H 2.970392 -5.614624 1.189025  0.211
31 H 3.545416 -7.132327 -0.695856  0.202
32 H 2.953598 -6.497524 -2.992803  0.203
33 H 1.884751 -4.311660 -3.447399  0.216
34 N -4.268633 2.281655 -1.090422  -0.554
35 C -3.925275 2.757901 0.149144  0.173
36 C -4.523722 3.704457 0.957901  -0.276
37 C -3.921483 3.973802 2.185473  -0.202
38 C -2.774081 3.299657 2.569327  -0.224
39 C -2.168667 2.356443 1.751173  -0.179
40 C -2.728285 2.088236 0.503543  0.091
41 N -2.314990 1.264154 -0.524025  -0.472
42 C -3.254309 1.427485 -1.508527  0.496
43 C -3.195343 0.884108 -2.798333  0.038
44 C -4.147863 1.025224 -3.816367  -0.407
45 S -3.624710 0.183569 -5.235357  0.422
46 C -2.176340 -0.252983 -4.395229  -0.091
47 N -2.090037 0.155069 -3.174498  -0.384
48 H -4.951649 2.686247 -1.705888  0.416
49 H -5.421781 4.219961 0.651003  0.211
50 H -4.353747 4.719650 2.837088  0.211
51 H -2.330938 3.514342 3.531834  0.219
52 H -1.296595 1.815934 2.077246  0.252
53 H -5.111111 1.484124 -3.777937  0.229
54 H -1.419833 -0.822187 -4.899401  0.233
55 C 1.226629 1.451060 4.896316  -0.672
56 C 2.230228 0.777791 3.944468  0.639
57 C 3.583508 0.572315 4.627987  -0.649
58 O 1.757874 -0.480376 3.499621  -0.591
59 C 1.244958 -0.374330 2.179082  0.090
60 C 1.507892 1.102727 1.807810  0.038
61 O 2.408577 1.564067 2.792337  -0.564
62 C 2.082591 1.324740 0.367803  0.238
63 O 1.207102 0.715431 -0.509455  -0.820
64 C 3.493708 0.757580 0.214390  -0.049
65 C 3.725341 -0.166919 -0.796716  -0.208
66 C 4.992901 -0.666157 -1.034472  -0.203
67 C 6.062876 -0.228976 -0.274161  -0.229
68 C 5.844960 0.693184 0.736731  -0.250
69 C 4.574012 1.185286 0.983335  -0.160
70 C 2.048796 2.828592 0.054697  0.073
71 C 3.158435 3.564916 -0.335989  -0.237
72 C 3.028225 4.897612 -0.691688  -0.207
73 C 1.793307 5.518088 -0.661266  -0.249
74 C 0.677399 4.785349 -0.294172  -0.138
75 C 0.802405 3.449040 0.037609  -0.244
76 C -0.235602 -0.898514 2.005513  0.236
77 O -0.745023 -0.360044 0.829432  -0.826
78 C -1.237142 -0.654715 3.152001  0.060
79 C -2.560141 -0.415232 2.793586  -0.258
80 C -3.551904 -0.281050 3.742782  -0.158
81 C -3.241476 -0.385894 5.086511  -0.252
82 C -1.939755 -0.669970 5.459612  -0.214
83 C -0.951871 -0.833458 4.500930  -0.243
84 C -0.190793 -2.437088 2.025779  -0.020
85 C -1.131639 -3.157488 1.305266  -0.137
86 C -1.183481 -4.536855 1.368417  -0.218
87 C -0.309181 -5.223861 2.189598  -0.234
88 C 0.626264 -4.515654 2.922106  -0.215
89 C 0.691227 -3.135509 2.842102  -0.259
90 H 1.123850 0.867493 5.806671  0.207
91 H 0.255856 1.534622 4.413694  0.221
92 H 1.589391 2.445381 5.141915  0.211
93 H 3.464041 -0.112512 5.462377  0.209
94 H 3.964370 1.526714 4.977771  0.207
95 H 4.275292 0.143962 3.908143  0.227
96 H 1.855061 -1.012029 1.516760  0.203
97 H 0.570500 1.671255 1.881839  0.177
98 H 2.893379 -0.481724 -1.410984  0.236
99 H 5.142068 -1.389593 -1.822808  0.208
100 H 7.061078 -0.597738 -0.469147  0.200
101 H 6.679150 1.044620 1.329378  0.199
102 H 4.425526 1.907595 1.771276  0.222
103 H 4.130877 3.099940 -0.390250  0.219
104 H 3.903763 5.450321 -1.002546  0.198
105 H 1.693600 6.557475 -0.942914  0.200
106 H -0.295726 5.252113 -0.278241  0.193
107 H -0.084487 2.862829 0.254437  0.211
108 H -2.801286 -0.345558 1.746107  0.233
109 H -4.571201 -0.103241 3.427873  0.195
110 H -4.010102 -0.268959 5.836922  0.200
111 H -1.693026 -0.784125 6.506739  0.200
112 H 0.041755 -1.108912 4.806330  0.232
113 H -1.818123 -2.624229 0.674722  0.219
114 H -1.915985 -5.076236 0.785493  0.211
115 H -0.348188 -6.302312 2.257730  0.202
116 H 1.328008 -5.049885 3.545409  0.198
117 H 1.439912 -2.608941 3.414429  0.232
118 N -5.131361 -6.082369 -1.675907  -0.378
119 C -4.503970 -5.117951 -1.659593  0.307
120 C -3.720293 -3.953388 -1.636283  -0.270
121 C -2.516286 -3.896659 -2.341145  -0.161
122 C -1.718723 -2.774731 -2.257915  -0.270
123 C -2.008456 -1.646274 -1.448200  -0.257
124 C -3.278142 -1.735529 -0.821274  -0.319
125 C -4.115936 -2.830981 -0.905715  -0.114
126 H -2.211368 -4.737604 -2.948015  0.210
127 H -0.809031 -2.798767 -2.848298  0.208
128 H -3.625411 -0.906744 -0.211290  0.193
129 H -5.072288 -2.837876 -0.401133  0.201

Atomic forces in eV per Å
W -0.9 -1.5 1.0
C -0.2 0.0 0.2
O 0.4 -0.4 -0.3
C -0.3 0.9 -0.3
C -0.2 -0.3 0.6
C 0.0 0.0 -0.2
C 0.0 -0.3 0.5
C -0.5 1.4 -0.1
C -0.1 -1.7 2.1
N 0.3 0.7 -1.9
N 0.7 -0.9 -0.1
C -1.2 2.1 0.0
O 1.0 -1.2 -1.0
C 0.4 -0.9 0.4
C -0.2 0.5 -0.4
C 0.2 -0.3 0.0
C 0.0 0.1 0.0
C 0.1 -0.2 0.0
C -0.2 0.5 0.2
C 0.0 -1.5 1.0
O 0.1 1.4 -1.6
H 0.0 0.0 0.0
H 0.0 0.1 0.0
H 0.0 0.0 0.0
H 0.0 0.1 0.0
H 0.0 0.0 -0.1
H 0.1 -0.1 -0.1
H 0.0 -0.1 0.1
H 0.0 0.1 0.0
H 0.0 0.0 0.0
H 0.0 -0.1 0.0
H 0.0 0.0 -0.1
H 0.0 0.1 -0.1
N 1.1 -0.8 -0.7
C 0.5 -0.3 0.2
C 0.0 0.2 0.5
C -0.5 0.1 -0.7
C 0.6 -0.4 0.0
C 0.0 0.1 0.1
C -0.5 0.4 0.3
N -1.8 0.1 -2.5
C 0.6 1.2 3.7
C -0.7 -0.9 -3.3
C 1.3 -0.8 0.6
S -0.2 0.4 0.9
C -0.5 0.2 0.2
N -0.8 0.6 -1.4
H 0.0 0.0 0.0
H -0.1 0.0 0.0
H 0.0 0.0 0.0
H 0.0 0.0 0.0
H 0.0 0.0 0.0
H -0.3 0.2 0.0
H 0.2 -0.2 0.0
C 0.3 -0.2 -0.5
C 0.2 0.2 0.6
C -0.4 0.0 -0.4
O 0.2 0.1 0.3
C 0.0 0.1 -0.6
C -0.5 -0.1 -0.3
O 0.1 0.0 0.2
C -0.7 0.0 0.3
O 3.0 1.4 0.8
C -0.2 -0.1 -0.1
C -0.3 0.0 0.0
C 0.1 0.0 0.0
C 0.1 -0.1 0.0
C 0.1 0.1 0.0
C 0.0 -0.1 0.1
C 0.1 -0.1 -0.1
C 0.0 -0.1 0.0
C 0.1 0.2 -0.1
C 0.1 0.1 0.0
C 0.0 -0.1 0.1
C -0.1 0.1 0.2
C 0.7 -0.1 -0.2
O -1.0 -0.1 1.3
C -0.1 0.3 -0.2
C 0.1 0.0 -0.1
C -0.1 0.0 0.1
C -0.1 0.0 0.1
C 0.0 -0.1 0.0
C 0.0 0.0 0.0
C 0.0 -0.2 -0.2
C 0.0 0.1 0.0
C -0.1 0.0 0.0
C 0.1 -0.2 0.1
C 0.0 -0.2 0.0
C 0.0 0.1 0.0
H -0.1 -0.1 0.1
H -0.1 0.0 0.0
H 0.1 0.1 0.0
H 0.0 0.0 0.1
H 0.1 0.1 0.1
H 0.1 0.0 -0.1
H -0.2 0.1 0.2
H 0.2 -0.1 -0.1
H 0.0 0.0 0.0
H 0.0 -0.1 -0.1
H 0.1 0.0 0.0
H 0.0 0.0 0.1
H 0.0 0.0 0.0
H 0.0 0.0 0.0
H 0.1 0.1 0.0
H 0.0 0.1 0.0
H -0.1 0.0 0.0
H 0.1 0.1 0.0
H 0.0 0.0 -0.1
H -0.1 0.0 0.0
H -0.1 0.0 0.1
H 0.0 0.0 0.1
H 0.1 0.0 0.0
H 0.0 0.0 0.0
H -0.1 0.0 -0.1
H 0.0 -0.1 0.0
H 0.1 0.0 0.1
H 0.0 0.0 0.0
N -0.1 -0.2 0.0
C -0.6 -0.7 -0.1
C 0.5 0.9 0.0
C -0.1 0.1 0.1
C 0.1 0.2 0.1
C -0.6 -0.6 0.0
C 0.3 0.4 -0.2
C 0.1 -0.2 -0.1
H 0.0 -0.1 0.0
H -0.1 0.0 0.1
H 0.0 0.0 0.1
H 0.0 0.0 0.1

highest occupied orbital energy (alpha / beta)	-2.823 / -5.255	eV
net charge	-1
⟨S²⟩	2.04
Kohn-Sham gap (alpha / beta)	4.27 / 6.73	eV
spin multiplicity	3